Here is a molecular structure, C36H47IN6O5S in a non-equilibrium geometry from the Open Molecules 2025 dataset. Energies are from the ωB97M-V functional and the def2-TZVPD basis.

* HOMO-LUMO gap: 0.258 hartree
* max |F|: 0.087 Eh/bohr
* HOMO level: -7.88 eV

Last column: Löwdin charge in e.
Cartesian coordinates (Å):
C -0.0370 1.2969 -2.0609  -0.16
C 1.0849 0.8235 -1.0520  -0.26
C 2.0005 1.9724 -0.4475  -0.63
I 2.3870 3.6062 -1.8662  0.85
C 1.5580 2.4926 0.9632  -0.10
C 0.3691 3.4483 1.2024  -0.11
O -0.3156 3.8935 0.0566  -0.03
C -1.7007 3.6317 0.1216  -0.39
O -2.4509 4.5601 0.3091  0.14
C -2.3523 2.2374 -0.0938  -0.13
C -2.1154 1.0332 0.7145  -0.04
C -2.8242 -0.2459 0.4068  -0.05
C -3.7509 -0.2961 -0.7342  -0.06
C -4.0013 0.8965 -1.5728  -0.06
C -3.2918 2.1378 -1.2564  -0.02
C -0.0154 3.9089 2.5560  -0.10
N -1.1113 4.8552 2.7958  0.12
C -2.0375 4.3350 3.5420  -0.36
C -2.5728 2.8660 3.4690  -0.02
C -2.6637 5.2641 4.6485  -0.05
C 0.7316 3.4684 3.7992  -0.27
N 0.4936 3.8474 5.1253  -0.21
S 1.7228 3.0206 5.9140  0.96
N 2.5693 2.1966 4.7302  -0.23
C 1.8975 2.5360 3.5597  -0.29
C 2.2908 2.0759 2.1709  -0.10
C 3.5643 1.1363 2.1168  -0.10
C 4.8066 2.0992 1.8669  -0.13
C 4.8713 3.4846 2.3977  -0.02
C 6.0180 4.3997 2.1284  -0.09
C 7.1720 3.9922 1.3050  -0.07
C 7.1377 2.5626 0.7815  -0.03
C 5.9903 1.6646 1.0544  -0.20
C 6.0801 0.2213 0.4407  -0.07
H 0.2030 1.0384 -3.1365  0.08
H -0.9636 0.6843 -1.8224  0.06
H -0.3496 2.3675 -1.9445  0.03
H 0.7000 0.1696 -0.2123  0.11
H 1.7812 0.1520 -1.6471  0.11
H 3.0201 1.5093 -0.2897  0.05
H -1.4186 1.0694 1.5851  0.09
H -2.6844 -1.1752 1.0145  0.10
H -4.3067 -1.2668 -0.9377  0.08
H -4.7240 0.8054 -2.4297  0.09
H -3.4633 3.0602 -1.8792  0.12
H -1.7432 2.1225 3.6088  0.08
H -3.3440 2.6368 4.2674  0.09
H -3.1012 2.7659 2.4760  0.08
H -3.7852 5.1803 4.6491  0.08
H -2.2776 4.8522 5.6323  0.08
H -2.3028 6.3311 4.5562  0.09
H 3.7262 0.6218 3.1035  0.12
H 3.4895 0.4021 1.2601  0.10
H 4.0495 3.9274 3.0172  0.09
H 6.0359 5.4572 2.5167  0.09
H 7.9967 4.7168 1.1122  0.09
H 8.0206 2.2281 0.1752  0.10
H 7.0898 0.0879 -0.0250  0.08
H 5.8795 -0.5702 1.2239  0.09
H 5.2680 0.1183 -0.3319  0.07
C -5.7850 -2.5040 -3.6356  0.00
C -5.2588 -3.5754 -2.7157  -0.54
O -4.6656 -3.3083 -1.6772  0.01
N -5.4604 -4.8688 -3.0702  0.01
C -6.1330 -5.3854 -4.2482  -0.08
H -5.5481 -1.5258 -3.2199  0.06
H -5.3141 -2.5853 -4.6167  0.09
H -6.8694 -2.5862 -3.7283  0.09
H -5.0814 -5.5295 -2.4076  0.14
H -6.9701 -6.0053 -3.9218  0.08
H -5.4292 -6.0044 -4.8043  0.07
H -6.5015 -4.5911 -4.8918  0.08
C -8.2238 -7.6833 -8.0716  -0.01
C -7.6408 -8.0267 -6.7254  -0.55
O -6.5182 -7.6734 -6.3940  0.02
N -8.4068 -8.7542 -5.8686  0.00
C -9.7485 -9.2626 -6.0733  -0.08
H -7.4980 -7.1037 -8.6393  0.08
H -8.4494 -8.5947 -8.6282  0.09
H -9.1264 -7.0816 -7.9490  0.09
H -7.9517 -8.9462 -4.9881  0.14
H -10.3978 -8.8486 -5.2993  0.08
H -9.7262 -10.3495 -5.9735  0.08
H -10.1410 -8.9987 -7.0515  0.07
C 9.8490 2.3440 3.5749  -0.01
C 10.0577 0.9360 3.0816  -0.55
O 10.2757 0.6843 1.9055  0.02
N 9.9967 -0.0721 3.9940  0.00
C 9.7514 0.0202 5.4188  -0.08
H 9.9239 3.0319 2.7348  0.08
H 8.8539 2.4432 4.0127  0.09
H 10.6190 2.6011 4.3052  0.08
H 10.1457 -0.9860 3.5922  0.14
H 10.6067 -0.4074 5.9462  0.08
H 8.8601 -0.5644 5.6557  0.08
H 9.6051 1.0470 5.7428  0.07

---

Here is a molecular structure, C36H48BrCl3GeInN6O4S2 from the Open Molecules 2025 dataset. Energies are from the ωB97M-V functional and the def2-TZVPD basis.

* HOMO-LUMO gap (alpha / beta): 0.277 / 0.193 hartree
* spin multiplicity: 2
* max |F|: 0.019 Eh/bohr
* HOMO level (alpha / beta): -7.98 / -7.98 eV

Last column: Mulliken spin population.
Cartesian coordinates (Å):
In -1.2882 -0.7134 -0.2563  -0.02
C -0.5996 2.6305 -1.3849  0.02
C -0.1569 1.4405 -2.1696  -0.01
N -0.9815 0.4756 -2.3755  0.02
N -0.6442 -0.3769 -3.4185  0.01
C -0.6466 -1.6385 -3.2705  0.01
S -0.7975 -2.5896 -1.8189  0.03
S -0.4191 -2.6303 -4.7378  0.00
C 1.1056 -1.9236 -5.4155  0.00
C 1.0599 -0.5470 -6.0355  0.00
C -0.0929 -0.0091 -6.5950  0.00
C -0.0602 1.2316 -7.2112  0.00
C 1.1272 1.9490 -7.2855  0.00
C 2.2813 1.4164 -6.7324  -0.02
C 2.2427 0.1787 -6.1050  0.01
C 1.2485 1.3389 -2.6053  0.17
C 1.9372 2.3120 -3.2767  -0.08
C 3.3073 2.1676 -3.5267  0.26
C 4.0130 1.0380 -3.0801  -0.06
C 3.3707 0.0552 -2.3827  0.19
C 1.9616 0.1666 -2.0780  0.15
O 1.3959 -0.6584 -1.3405  0.29
H -1.6720 2.5821 -1.2102  0.00
H -0.3725 3.5292 -1.9652  0.00
H -0.0711 2.7186 -0.4360  -0.01
H 1.3778 -2.6565 -6.1807  0.00
H 1.8851 -1.9683 -4.6532  0.00
H -1.0246 -0.5540 -6.5179  0.00
H -0.9683 1.6418 -7.6339  0.00
H 1.1502 2.9148 -7.7735  0.00
H 3.2146 1.9628 -6.7901  0.00
H 3.1463 -0.2312 -5.6668  0.01
H 1.4196 3.1917 -3.6376  0.01
H 3.8296 2.9401 -4.0747  -0.02
H 5.0727 0.9594 -3.2850  0.01
H 3.8830 -0.8159 -1.9962  -0.01
N -2.6084 -2.0686 1.0897  0.00
C -3.5194 -2.7059 0.1109  0.00
C -4.5294 -3.6877 0.6755  0.00
C -3.9196 -4.9625 1.2639  0.00
C -3.2478 -5.9157 0.2702  0.00
N -1.9430 -5.4950 -0.2545  0.00
C -0.7706 -5.6832 0.3488  0.00
N -0.6830 -6.3473 1.5082  0.00
N 0.3555 -5.2678 -0.2339  0.00
C -4.1278 -1.5944 -0.7686  0.00
O -5.2657 -1.7070 -1.1787  0.00
O -3.3108 -0.6314 -1.0374  0.00
H -2.1404 -2.7488 1.6909  0.00
H -3.1404 -1.4600 1.7095  0.00
H -2.8778 -3.2442 -0.5849  0.00
H -5.2048 -3.9372 -0.1458  0.00
H -5.1515 -3.1984 1.4293  0.00
H -4.7209 -5.5333 1.7402  0.00
H -3.2112 -4.7230 2.0588  0.00
H -3.8882 -6.0869 -0.5962  0.00
H -3.1060 -6.8938 0.7341  0.00
H -1.9164 -4.9352 -1.0955  0.00
H -1.4900 -6.3098 2.1121  0.00
H 0.1845 -6.2023 2.0171  0.00
H 0.2944 -4.6775 -1.0526  0.00
H 1.1631 -5.1219 0.3671  0.00
C 0.2146 5.5559 4.6810  0.00
C -0.5308 4.2655 5.0488  0.00
C 0.1199 3.6387 6.2893  0.00
C -1.9758 4.6244 5.3935  0.00
C -0.4506 3.2822 3.8840  0.00
C -1.5594 2.8363 3.1939  0.00
C -1.3978 1.9108 2.1750  0.00
Br -2.9422 1.3732 1.1987  0.00
C -0.1688 1.3711 1.7926  0.00
O -0.0427 0.3938 0.8942  0.00
C 0.9868 1.9133 2.4195  0.00
C 0.7942 2.8169 3.4529  0.00
C 2.4074 1.6193 1.9076  0.00
C 2.7418 0.1247 1.8251  0.01
C 3.4838 2.2702 2.7816  0.00
C 2.5207 2.2315 0.5039  0.00
H 0.1433 6.2798 5.4959  0.00
H -0.2116 6.0067 3.7829  0.00
H 1.2725 5.3664 4.4935  0.00
H 0.0642 4.3297 7.1333  0.00
H 1.1711 3.4045 6.1178  0.00
H -0.3869 2.7132 6.5675  0.00
H -1.9893 5.2958 6.2535  0.00
H -2.5591 3.7390 5.6526  0.00
H -2.4731 5.1355 4.5666  0.00
H -2.5551 3.1811 3.4306  0.00
H 1.6669 3.1973 3.9610  0.00
H 2.6841 -0.3412 2.8088  0.00
H 3.7659 0.0116 1.4585  0.00
H 2.0765 -0.3993 1.1433  -0.01
H 3.4681 1.8804 3.8013  0.00
H 3.3906 3.3569 2.8199  0.00
H 4.4614 2.0411 2.3543  0.00
H 1.8012 1.7613 -0.1615  0.03
H 3.5227 2.0693 0.0973  -0.01
H 2.3253 3.3065 0.5257  0.00
Cl -1.1678 -3.9306 3.5060  0.00
Ge 0.5931 -2.6697 2.5416  0.00
Cl 1.2083 -1.8707 4.5221  0.00
Cl 2.0678 -4.4816 2.4313  0.00

---

Here is 8 unconnected molecules or ions with the total composition C36H48F32O12S4 in a non-equilibrium geometry from the Open Molecules 2025 dataset. Energies are from the ωB97M-V functional and the def2-TZVPD basis.

* HOMO-LUMO gap: 0.384 hartree
* max |F|: 0.054 Eh/bohr
* HOMO level: -10.31 eV
* SMILES: FC(F)C(F)(F)COC(F)(F)C(F)F.FC(F)C(F)(F)COC(F)(F)C(F)F.FC(F)C(F)(F)COC(F)(F)C(F)F.FC(F)C(F)(F)COC(F)(F)C(F)F.O=S1(=O)CCCC1.O=S1(=O)CCCC1.O=S1(=O)CCCC1.O=S1(=O)CCCC1

Last column: Löwdin charge in e.
Cartesian coordinates (Å):
C 0.3984 6.7916 2.5003  -0.22
C 1.1113 5.5725 1.9484  -0.21
C 1.3202 5.8696 0.4553  -0.21
S -0.1301 6.8171 -0.1650  0.70
O -1.0773 5.9164 -0.7701  -0.34
O 0.3083 8.0179 -0.8566  -0.33
C -0.7217 7.1788 1.5478  -0.21
H 1.1200 7.6138 2.5597  0.12
H 0.0361 6.7060 3.5254  0.12
H 0.5057 4.6642 1.9446  0.10
H 2.0944 5.3935 2.3718  0.10
H 1.5880 5.0594 -0.2216  0.09
H 2.1493 6.5680 0.3014  0.10
H -1.5465 6.4852 1.7261  0.08
H -1.1293 8.1806 1.6580  0.11
C -3.6313 -1.3708 -0.1298  -0.24
C -3.5501 -1.0068 -1.5935  -0.25
C -4.4393 -1.8777 -2.4709  -0.17
S -5.8060 -2.3724 -1.2691  0.72
O -5.7078 -3.8179 -1.0396  -0.35
O -7.1153 -1.8116 -1.5184  -0.34
C -5.0883 -1.5067 0.1848  -0.21
H -3.0612 -0.6966 0.5076  0.10
H -3.1214 -2.3369 -0.0251  0.12
H -2.5269 -0.9310 -1.9675  0.10
H -3.9261 0.0210 -1.6930  0.10
H -3.9073 -2.8285 -2.5236  0.07
H -4.7941 -1.4988 -3.4206  0.11
H -5.3649 -1.9762 1.1242  0.11
H -5.5741 -0.5280 0.1375  0.10
C -0.0298 -3.8359 4.0841  -0.23
C 0.9826 -2.8290 3.5650  -0.23
C 0.1786 -1.6859 3.0071  -0.23
S -1.2252 -1.5000 4.1774  0.69
O -2.4316 -1.4782 3.3712  -0.35
O -1.0265 -0.4406 5.1563  -0.33
C -1.0019 -3.1124 5.0154  -0.20
H 0.5049 -4.6177 4.6255  0.12
H -0.5038 -4.2751 3.2043  0.12
H 1.5981 -3.2976 2.7957  0.11
H 1.6498 -2.4831 4.3589  0.12
H -0.2582 -1.9357 2.0386  0.10
H 0.6506 -0.7137 2.8733  0.08
H -1.9691 -3.5642 5.2080  0.11
H -0.5127 -2.7951 5.9358  0.10
C -0.0608 -2.9592 -5.8796  -0.22
C -1.2152 -2.7303 -4.8976  -0.22
C -1.4871 -4.0395 -4.1345  -0.20
S -1.2881 -5.3060 -5.4491  0.69
O -2.4113 -5.2757 -6.3903  -0.32
O -0.8563 -6.5559 -4.8716  -0.33
C 0.1126 -4.4331 -6.1964  -0.21
H 0.8559 -2.4117 -5.6435  0.11
H -0.2752 -2.3669 -6.7766  0.11
H -2.1175 -2.4701 -5.4526  0.11
H -0.9698 -1.9384 -4.1905  0.09
H -2.3358 -4.1525 -3.4714  0.09
H -0.5495 -4.1599 -3.5798  0.09
H 0.0733 -4.6515 -7.2602  0.11
H 1.0059 -4.8166 -5.7061  0.10
C 0.7195 -0.0989 -1.7323  -0.06
C 1.2305 -1.5249 -1.4169  -0.42
C 2.5027 -1.4702 -0.5308  -0.29
F 3.5287 -0.8461 -1.1329  0.11
F 2.2292 -0.7612 0.5967  0.09
F 0.2183 -2.2338 -0.8515  0.12
F 1.5623 -2.2390 -2.5176  0.11
O -0.0448 0.3800 -0.6560  0.02
C -0.1296 1.7695 -0.5656  -0.52
C -0.9968 1.9871 0.6851  -0.28
F -0.4419 1.5041 1.8216  0.10
F -1.2455 3.3010 0.8353  0.10
F 1.0651 2.3697 -0.4758  0.16
F -0.7191 2.2538 -1.6726  0.17
H 0.0770 -0.1448 -2.6195  0.14
H 1.5647 0.5143 -2.0545  0.15
H 2.7113 -2.5091 -0.2525  0.16
H -1.9042 1.3903 0.5542  0.15
C -4.8460 4.7074 1.1672  -0.02
C -5.8171 3.8408 0.3991  -0.43
C -5.1647 3.1390 -0.8149  -0.30
F -4.6684 4.0214 -1.6991  0.11
F -4.2143 2.2501 -0.4277  0.07
F -6.4172 2.8866 1.1374  0.14
F -6.8310 4.6144 -0.1021  0.12
O -5.5631 5.5340 2.1000  0.06
C -4.7690 6.3943 2.7664  -0.55
C -5.6261 7.1261 3.8059  -0.29
F -6.2556 6.3033 4.6766  0.10
F -4.9551 8.0441 4.5348  0.10
F -3.7913 5.7457 3.4879  0.11
F -4.0593 7.2482 1.9989  0.15
H -4.2345 5.3193 0.5064  0.15
H -4.2860 4.0374 1.8268  0.15
H -5.9014 2.5317 -1.3459  0.17
H -6.4420 7.6434 3.2874  0.17
C 4.0155 -6.4864 -2.1033  -0.02
C 2.5201 -6.2650 -2.4480  -0.43
C 1.5165 -6.8781 -1.4634  -0.28
F 1.5871 -8.2129 -1.2851  0.11
F 1.7886 -6.2964 -0.2537  0.08
F 2.1900 -4.9552 -2.5956  0.10
F 2.3662 -6.8199 -3.6838  0.11
O 4.4756 -5.8682 -0.9048  0.03
C 5.1609 -4.6818 -1.0831  -0.56
C 5.5533 -4.1463 0.2975  -0.29
F 6.0666 -2.8877 0.2252  0.09
F 4.5404 -4.2097 1.1656  0.12
F 6.2755 -4.9543 -1.7819  0.15
F 4.4458 -3.7988 -1.7867  0.16
H 4.5013 -5.9939 -2.9484  0.15
H 4.2268 -7.5453 -1.9873  0.16
H 0.4850 -6.6411 -1.7384  0.17
H 6.4317 -4.7481 0.5664  0.18
C 5.2731 1.2687 2.4798  -0.05
C 3.8858 1.4982 3.0737  -0.42
C 3.2260 2.8086 2.5638  -0.31
F 3.8574 3.9331 2.9509  0.10
F 2.9739 2.8140 1.2392  0.10
F 3.0602 0.4355 2.8431  0.10
F 3.9706 1.5585 4.4254  0.12
O 5.2319 1.3844 1.0761  0.02
C 6.4615 1.4473 0.4598  -0.54
C 6.1480 1.3995 -1.0298  -0.30
F 5.2931 2.3690 -1.4356  0.11
F 7.2265 1.3153 -1.8256  0.12
F 7.0573 2.6076 0.8423  0.14
F 7.2571 0.4433 0.8334  0.17
H 5.6685 0.2858 2.7434  0.15
H 5.8815 2.0271 2.9845  0.15
H 2.2500 2.8109 3.0697  0.17
H 5.5459 0.4887 -1.1509  0.16

---

Here is a molecular structure, C36H48N6O3ReS2Si in a non-equilibrium geometry from the Open Molecules 2025 dataset. Energies are from the ωB97M-V functional and the def2-TZVPD basis.

* HOMO-LUMO gap (alpha / beta): 0.236 / 0.254 hartree
* spin multiplicity: 2
* max |F|: 0.040 Eh/bohr
* HOMO level (alpha / beta): -13.45 / -13.80 eV
* charge: +2

Last column: Mulliken spin population.
Cartesian coordinates (Å):
Re -0.6841 0.6596 -2.0293  0.80
S 3.4223 2.4600 -2.4715  0.02
C 3.6690 0.7425 -2.2964  0.00
C 4.8644 0.0337 -2.3116  0.01
C 4.8013 -1.3353 -2.1381  0.00
C 3.5756 -1.9836 -1.9481  0.00
C 2.3890 -1.2800 -1.9349  -0.01
C 2.4413 0.1005 -2.1161  0.00
N 1.3638 0.9811 -2.1161  -0.06
C 1.7388 2.2364 -2.2943  0.02
C 0.6964 3.2477 -2.2576  -0.01
C 0.9245 4.6045 -2.4405  0.01
C -0.1307 5.4930 -2.2988  0.00
C -1.3981 5.0232 -1.9731  0.00
C -1.6310 3.6626 -1.8262  -0.01
C -0.5954 2.7374 -1.9680  -0.04
H 5.8104 0.5403 -2.4466  0.00
H 5.7155 -1.9124 -2.1509  0.00
H 3.5602 -3.0556 -1.8017  0.00
H 1.4365 -1.7738 -1.7879  0.02
H 1.9187 4.9619 -2.6817  0.00
H 0.0311 6.5527 -2.4412  0.00
H -2.2134 5.7216 -1.8374  0.00
H -2.6321 3.3381 -1.5678  0.00
N -3.5055 -0.6809 -2.0366  0.01
N -2.8792 0.5498 -2.4271  0.00
H -4.5043 -0.6389 -2.2133  0.00
H -3.3518 -0.7987 -1.0402  0.00
H -3.3638 1.3590 -2.0416  0.00
H -2.9806 0.6144 -3.4392  0.00
C -2.4269 3.2985 1.5319  0.00
C -2.5447 2.5154 2.8331  0.00
C -4.0013 2.2814 3.1945  0.00
C -1.8028 3.2037 3.9696  0.00
O -1.9745 1.1881 2.6361  0.00
Si -0.5438 0.6557 2.1831  0.02
S -0.9794 -0.1278 0.0671  0.16
O 0.5316 1.8254 2.0527  0.02
C 1.9696 1.9518 1.9121  -0.01
C 2.5316 0.7193 1.2141  0.03
C 2.1862 3.2040 1.0743  0.00
C 2.5515 2.1080 3.3084  0.00
O -0.0858 -0.7411 2.7722  0.00
C -0.2450 -1.5834 3.9525  0.00
C 1.1592 -1.8697 4.4622  0.00
C -0.9315 -2.8587 3.4922  0.00
C -1.0732 -0.8511 4.9955  0.00
H -2.9250 4.2624 1.6336  0.00
H -2.9040 2.7373 0.7242  0.00
H -1.3800 3.4670 1.2738  0.00
H -4.4916 3.2372 3.3774  0.00
H -4.0772 1.6733 4.0954  0.00
H -4.5215 1.7689 2.3842  0.00
H -2.2217 4.1950 4.1408  0.00
H -0.7456 3.3089 3.7254  0.00
H -1.8996 2.6239 4.8881  0.00
H 2.0172 0.5700 0.2618  -0.01
H 2.3856 -0.1696 1.8295  0.00
H 3.5983 0.8433 1.0288  0.00
H 1.5969 3.1348 0.1568  0.00
H 3.2403 3.3135 0.8183  0.00
H 1.8666 4.0907 1.6223  0.00
H 2.3525 1.2138 3.9012  0.00
H 2.1054 2.9665 3.8108  0.00
H 3.6297 2.2577 3.2536  0.00
H 1.7594 -2.3284 3.6758  0.00
H 1.1158 -2.5534 5.3093  0.00
H 1.6425 -0.9479 4.7889  0.00
H -0.3682 -3.3223 2.6826  0.00
H -1.9439 -2.6431 3.1446  0.00
H -0.9907 -3.5665 4.3184  0.00
H -0.5850 0.0816 5.2880  0.00
H -1.1758 -1.4769 5.8812  0.00
H -2.0666 -0.6220 4.6091  0.00
C 0.3738 -1.6409 -5.6658  0.00
C 0.2608 -0.6558 -4.7112  0.00
N -0.4059 -0.8649 -3.5627  0.03
C -0.9485 -2.0631 -3.3148  0.00
C -0.8472 -3.1200 -4.2069  0.00
C -0.1949 -2.8817 -5.4144  0.00
C -1.4770 -4.4265 -3.9469  0.00
C -1.4218 -5.2036 -2.8627  0.00
C -0.6513 -5.0404 -1.6160  0.00
C -0.5274 -6.1384 -0.7671  0.00
C 0.2164 -5.9726 0.3887  0.00
N 0.7868 -4.8124 0.6970  0.00
C 0.6120 -3.8246 -0.1672  0.00
N -0.0710 -3.8752 -1.3038  0.00
H 0.9081 -1.4413 -6.5830  0.00
H 0.7074 0.3214 -4.8509  0.00
H -1.4607 -2.1858 -2.3761  -0.01
H -0.1183 -3.6766 -6.1457  0.00
H -2.0392 -4.8097 -4.7926  0.00
H -1.9608 -6.1424 -2.9121  0.00
H -0.9920 -7.0841 -1.0083  0.00
H 0.3594 -6.7848 1.0915  0.00
H 1.0677 -2.8726 0.0890  0.00

---

Q: The lowest max |F| belongs to which entry?
A: C36H48BrCl3GeInN6O4S2